{"formula": "C26H36N3O6SbSn", "method": "ωB97M-V/def2-TZVPD", "species": ["Sn", "O", "C", "O", "C", "C", "C", "C", "C", "N", "C", "O", "O", "H", "H", "H", "H", "C", "C", "C", "C", "N", "C", "C", "H", "H", "H", "H", "H", "H", "H", "O", "C", "C", "C", "C", "O", "N", "H", "H", "H", "H", "C", "C", "C", "Sb", "C", "C", "C", "C", "C", "C", "H", "H", "H", "H", "H", "H", "H", "H", "H", "H", "H", "H", "H", "H", "H", "H", "H", "H", "H", "H", "H"], "positions_angstrom": [[-0.4696, 0.7620, 0.3868], [1.9729, 1.8939, -3.5161], [1.5224, 1.4620, -2.3374], [0.4137, 1.0084, -2.1884], [2.4985, 1.6063, -1.2196], [3.8183, 1.9881, -1.3860], [4.6219, 2.0676, -0.2535], [4.0854, 1.7582, 0.9813], [2.7453, 1.3872, 1.0549], [1.9809, 1.3189, -0.0238], [2.0761, 1.0639, 2.3994], [2.7848, 1.0340, 3.3933], [0.8207, 0.8652, 2.3146], [1.2853, 1.7670, -4.1847], [4.2019, 2.2245, -2.3678], [5.6565, 2.3714, -0.3406], [4.6672, 1.7887, 1.8915], [0.1402, 7.4333, -0.3004], [0.1002, 5.9391, -0.1894], [0.0110, 5.1238, -1.3137], [-0.0453, 3.7519, -1.1562], [-0.0058, 3.1685, 0.0393], [0.0833, 3.9353, 1.1268], [0.1417, 5.3125, 1.0547], [0.1481, 7.7520, -1.3407], [1.0269, 7.8279, 0.1967], [-0.7311, 7.8689, 0.1906], [-0.0219, 5.5594, -2.3032], [-0.1375, 3.0864, -2.0077], [0.1041, 3.4086, 2.0746], [0.2133, 5.9012, 1.9596], [-3.3220, 0.2620, -3.0736], [-3.5726, 0.6592, -1.9578], [-4.9863, 0.7473, -1.3577], [-4.7696, 1.4199, -0.0046], [-3.2555, 1.4713, 0.0924], [-2.6194, 1.8233, 1.1089], [-2.6486, 1.0703, -1.0227], [-5.3692, -0.2687, -1.2553], [-5.6454, 1.2915, -2.0313], [-5.1741, 0.8670, 0.8426], [-5.1601, 2.4374, 0.0405], [1.3296, -4.9323, -1.5145], [0.0334, -4.6931, -0.7483], [-1.1744, -4.8776, -1.6612], [0.0214, -2.6184, 0.0126], [1.6860, -2.6890, 1.4575], [1.8086, -3.9551, 2.2936], [2.9980, -2.4038, 0.7258], [-1.6550, -2.7630, 1.4441], [-1.8668, -4.1345, 2.0705], [-2.9307, -2.2971, 0.7441], [1.3212, -5.9208, -1.9833], [2.1980, -4.8801, -0.8566], [1.4525, -4.1880, -2.3054], [-0.0288, -5.3847, 0.0948], [-1.1692, -4.1352, -2.4626], [-2.1130, -4.7787, -1.1136], [-1.1576, -5.8698, -2.1220], [1.4645, -1.8445, 2.1174], [1.9148, -4.8412, 1.6635], [0.9487, -4.0901, 2.9466], [2.6958, -3.8898, 2.9314], [3.3445, -3.2898, 0.1901], [3.7768, -2.1135, 1.4372], [2.8886, -1.5955, 0.0009], [-1.3917, -2.0376, 2.2219], [-2.0884, -4.8817, 1.3057], [-2.7160, -4.1030, 2.7601], [-0.9973, -4.4652, 2.6346], [-3.2120, -2.9880, -0.0537], [-2.8065, -1.3076, 0.2985], [-3.7620, -2.2481, 1.4541]], "lowdin_charge": [1.39, 0.14, -0.49, 0.01, -0.18, 0.02, -0.02, 0.03, -0.17, 0.08, -0.64, 0.06, -0.21, 0.15, 0.12, 0.11, 0.13, -0.04, -0.25, 0.00, -0.11, -0.02, -0.10, 0.00, 0.08, 0.09, 0.09, 0.12, 0.10, 0.12, 0.12, 0.05, -0.51, -0.09, -0.09, -0.60, -0.12, 0.04, 0.12, 0.11, 0.12, 0.12, -0.17, -0.59, -0.17, 1.43, -0.57, -0.14, -0.17, -0.57, -0.14, -0.17, 0.07, 0.05, 0.07, 0.08, 0.07, 0.05, 0.07, 0.07, 0.07, 0.05, 0.08, 0.06, 0.08, 0.04, 0.08, 0.06, 0.08, 0.05, 0.07, 0.02, 0.08], "e_tot_ha": -2082.6776, "total_charge": 0, "max_force_ha_per_bohr": 0.0161}